Entry 1:
73
Properties=species:S:1:pos:R:3:forces:R:3 method="wB97M-V/def2-TZVPD" total_charge=+1
Rh -0.00084 -0.17581 0.20148 1.7 1.5 2.4
C 1.27850 1.58284 0.72817 -0.2 -0.2 -0.6
C 2.09221 0.40416 0.61054 -0.1 -0.3 -0.7
C 1.70367 -0.46398 1.68567 0.2 -0.3 -0.2
C 0.60413 0.18034 2.33721 -0.6 -0.5 -0.3
C 0.37447 1.46717 1.79989 -0.8 -0.2 -0.4
C -0.67381 2.45603 2.25526 -0.1 0.1 -0.1
C -1.99574 2.17779 1.51456 0.1 0.1 0.1
C -0.20441 3.88261 1.94665 0.1 0.0 0.0
C -0.90830 2.29317 3.76335 0.1 0.0 0.0
C 2.32854 -1.72448 2.28937 -0.2 -0.3 -0.2
C 3.83307 -1.50088 2.49971 -0.1 0.1 0.1
C 2.03992 -2.98313 1.44551 0.0 0.1 0.1
C 1.72125 -1.98178 3.67719 -0.1 0.0 0.0
C 3.09867 0.31447 -0.54336 0.1 0.1 0.0
C 3.45069 -1.11008 -0.97646 0.0 0.0 0.0
C 4.36175 1.08943 -0.13411 0.0 0.0 0.0
C 2.49586 0.98349 -1.79450 0.0 0.1 0.1
H 1.39105 2.46813 0.12267 -0.1 -0.1 -0.2
H 0.06959 -0.22400 3.18118 0.0 -0.1 -0.1
H -1.93105 2.46399 0.46316 0.0 -0.1 0.0
H -2.79723 2.75754 1.97767 0.0 0.0 0.0
H -2.26473 1.12589 1.57103 0.0 0.0 0.0
H -0.07476 4.04204 0.87332 0.0 0.0 0.0
H 0.73916 4.11051 2.44994 0.0 0.0 0.0
H -0.95423 4.59346 2.29455 0.0 0.0 0.0
H -1.42195 1.35643 3.99165 0.0 0.0 0.0
H -1.53724 3.10892 4.11955 0.0 0.0 0.0
H 0.02999 2.32130 4.32313 0.0 0.0 0.0
H 4.37566 -1.32601 1.57865 0.0 0.0 0.0
H 4.25946 -2.38350 2.97760 0.0 0.0 0.0
H 4.00452 -0.64640 3.16007 0.0 0.0 0.0
H 2.63446 -3.03339 0.54229 0.0 0.0 -0.1
H 0.98598 -3.02421 1.16687 0.0 0.0 0.0
H 2.26126 -3.86892 2.04189 0.0 0.0 0.0
H 1.80780 -1.11044 4.33159 0.0 0.0 0.0
H 2.26947 -2.79788 4.14604 0.0 0.0 0.0
H 0.67288 -2.28530 3.61671 0.0 0.0 0.0
H 4.03709 -1.65312 -0.24524 0.0 0.0 0.0
H 4.04708 -1.05743 -1.88771 0.0 0.0 0.0
H 2.54913 -1.68141 -1.20322 0.0 0.0 0.0
H 4.85655 0.63689 0.72591 0.0 0.0 0.0
H 4.12568 2.12709 0.11841 0.0 0.0 0.0
H 5.06772 1.09803 -0.96614 0.0 0.0 0.0
H 1.56564 0.50089 -2.09774 0.0 0.0 0.0
H 3.20178 0.88092 -2.61890 0.0 0.0 0.0
H 2.30537 2.05021 -1.66343 0.0 0.0 0.0
O -1.64193 -0.86647 -0.47199 0.1 0.2 -0.1
C -2.43320 -0.77370 -1.64893 -0.1 -0.2 -0.2
C -2.04574 0.46165 -2.46616 0.1 0.0 0.2
C -1.12007 1.40778 -2.15545 0.0 0.0 -0.1
C -0.98335 2.43436 -3.13609 0.1 -0.1 0.1
C -1.83395 2.24150 -4.17410 -0.1 0.0 -0.1
S -2.78608 0.83321 -3.96487 -0.1 0.0 -0.1
C -2.14348 -2.01994 -2.47176 0.0 0.1 0.2
C -1.03663 -2.22408 -3.23921 0.1 0.0 -0.2
C -0.94816 -3.55157 -3.74221 0.2 0.1 0.0
C -1.98644 -4.32527 -3.32516 -0.1 0.0 0.0
S -3.07161 -3.45441 -2.33827 -0.1 -0.1 0.1
C -3.89954 -0.68661 -1.25721 0.2 0.0 0.1
C -5.00276 -0.91032 -2.01874 -0.3 0.0 -0.2
C -6.21860 -0.61347 -1.33199 0.0 -0.1 -0.2
C -6.00271 -0.17390 -0.06791 0.0 0.0 0.1
S -4.33477 -0.11983 0.29947 0.0 0.0 0.2
H -0.56141 1.38578 -1.22610 0.0 0.3 0.0
H -0.29227 3.26451 -3.07320 -0.1 0.0 0.0
H -1.97065 2.85659 -5.05180 0.0 -0.1 0.1
H -0.31701 -1.44113 -3.45184 0.0 -0.1 0.0
H -0.15618 -3.90992 -4.38619 -0.1 0.0 0.0
H -2.18951 -5.35670 -3.57120 0.0 0.1 0.0
H -4.96291 -1.28061 -3.03604 0.0 0.1 0.1
H -7.20272 -0.72138 -1.76691 0.1 0.0 0.0
H -6.73407 0.10234 0.67620 0.0 0.0 0.0



Entry 2:
77
Properties=species:S:1:pos:R:3:forces:R:3 method="wB97M-V/def2-TZVPD" total_charge=+2
Be 0.89156 0.00731 0.36068 0.1 0.0 -0.2
C -0.11485 -2.58722 3.24014 0.0 0.0 0.0
C -0.41038 -2.01697 1.88908 -0.2 0.0 -0.2
O 0.27386 -1.06911 1.49112 0.3 0.0 0.4
C -1.48909 -2.57153 1.06293 0.1 0.0 0.1
C -2.12302 -3.76231 1.42692 0.0 0.0 0.0
C -3.11686 -4.29093 0.62289 0.0 0.0 0.0
C -3.48776 -3.62846 -0.54072 0.0 0.0 0.0
C -2.86711 -2.43802 -0.90552 0.0 0.0 0.0
C -1.87011 -1.90949 -0.10739 0.0 0.0 0.0
H 0.64080 -1.98421 3.73467 0.0 0.0 0.0
H 0.24865 -3.61302 3.14134 0.0 0.0 0.0
H -1.02164 -2.62717 3.84406 0.0 0.0 0.0
H -1.84039 -4.28453 2.33184 0.0 0.0 0.0
H -3.60243 -5.21706 0.90045 0.0 0.0 0.0
H -4.26773 -4.04308 -1.16664 0.0 0.0 0.0
H -3.16051 -1.93032 -1.81578 0.0 0.0 0.0
H -1.37568 -0.98800 -0.38330 0.0 0.0 0.0
C -3.66185 4.03345 1.61172 0.1 -0.1 0.0
N -2.50514 3.15085 1.69839 -0.1 0.1 -0.1
N -1.91305 2.58788 0.59274 -0.1 0.1 0.0
C -0.89277 1.79077 1.00122 0.1 -0.1 -0.1
O -0.19303 1.16804 0.12885 -0.2 0.1 0.1
C -0.84236 1.86672 2.40646 0.0 0.0 -0.1
C -1.85957 2.72017 2.79041 0.0 0.0 0.1
C -2.27233 3.15941 4.15344 0.0 0.0 0.0
C -2.33931 2.82993 -0.75322 0.0 0.0 0.1
C -2.17646 4.08879 -1.30918 0.0 0.1 0.0
C -2.58826 4.30803 -2.61542 0.0 0.0 0.0
C -3.13874 3.26878 -3.35434 0.0 0.0 0.0
C -3.28451 2.00847 -2.78902 0.0 0.0 0.0
C -2.88954 1.78521 -1.47854 0.0 0.0 0.0
H -4.19917 3.83065 0.69062 0.0 0.0 0.0
H -3.36579 5.08084 1.63326 0.0 0.0 0.0
H -4.31776 3.81992 2.45058 0.0 0.0 0.0
H -0.13665 1.36320 3.04480 0.0 0.0 0.0
H -1.59292 2.74566 4.89374 0.0 0.0 0.0
H -3.28179 2.81744 4.38791 0.0 0.0 0.0
H -2.25815 4.24650 4.24094 0.0 0.0 0.0
H -1.72964 4.88668 -0.72783 0.0 0.0 0.0
H -2.47395 5.28876 -3.05724 0.0 0.0 0.0
H -3.45917 3.44352 -4.37272 0.0 0.0 0.0
H -3.72088 1.20272 -3.36486 0.0 0.0 0.0
H -3.01088 0.81491 -1.01371 0.0 0.0 0.0
C 4.50887 -1.57111 -1.48296 0.0 -0.1 0.1
N 4.06751 -2.80460 -0.76034 0.0 0.0 -0.1
C 4.42933 -4.02802 -1.54203 0.0 0.2 0.0
C 2.58723 -2.76341 -0.33978 0.1 0.1 0.0
C 1.70356 -2.15202 -1.38614 -0.1 -0.1 0.0
C 1.41861 -2.90810 -2.52830 0.0 0.0 0.0
C 0.68273 -2.36421 -3.56782 0.0 0.0 0.0
C 0.22322 -1.05916 -3.45069 0.0 0.0 0.0
C 0.45439 -0.34700 -2.28049 0.1 0.0 0.0
C 1.19183 -0.85675 -1.19258 -0.2 0.1 -0.1
H 5.59346 -1.59357 -1.55334 0.0 0.0 0.0
H 4.16738 -0.70097 -0.93126 0.0 0.0 0.0
H 4.05792 -1.57290 -2.47014 0.0 0.0 0.0
H 4.60062 -2.84793 0.10608 0.0 0.0 0.0
H 3.93303 -3.97692 -2.50531 0.0 0.0 0.0
H 4.10955 -4.90796 -0.99202 0.0 0.0 0.0
H 5.50699 -4.04107 -1.68190 0.0 0.0 0.0
H 2.56228 -2.16800 0.57446 0.0 0.0 0.0
H 2.34125 -3.79902 -0.10606 0.0 0.0 0.0
H 1.74198 -3.94237 -2.60021 0.0 0.0 0.0
H 0.46346 -2.95281 -4.44904 0.0 0.0 0.0
H -0.33728 -0.60921 -4.26224 0.0 0.0 0.0
H 0.02622 0.64763 -2.19832 0.0 0.0 0.0
C 2.66905 3.04818 0.11205 -0.1 0.1 -0.1
S 3.33437 1.51548 0.70901 -0.2 -0.2 -0.3
C 4.13299 2.09094 2.17765 0.0 0.0 0.2
O 2.13380 0.73914 1.24557 0.1 -0.2 0.2
H 2.11449 3.53109 0.91570 0.0 0.0 0.0
H 2.00939 2.79571 -0.71802 0.0 0.0 0.0
H 3.49046 3.67355 -0.23840 0.0 0.0 0.0
H 5.00938 2.67061 1.88788 0.0 0.0 0.0
H 4.43494 1.20842 2.73804 0.0 0.0 0.0
H 3.43334 2.69313 2.75518 0.0 0.0 0.0



Calculated values (kJ/mol) of energy above the lowest of the compared OMol25 structures with the same formula, charge and spin for the records, taken in order: 208.7, 0.0.
Calculated values (eV) of E_HOMO for the records, taken in order: -10.84, -13.46.